[1]
The following is a DFT calculation (the ωB97M-V functional and the def2-TZVPD basis) of C51H29I4N4O2RhS as an isolated structure.

Electronic energy ... -4029.9281 Eh
Strongest force on any atom ... 0.17 eV/Å
Gap between HOMO and LUMO (spin up / spin down) ... 4.8 / 4.8 eV
M ... 1372.41 Da

Geometry as ORCA input:
```
! RIJCOSX wB97M-V def2-TZVPD def2/J DEFGRID3
* xyz 0 5
C 2.051 -0.118 -2.106
H -3.273 0.717 -0.101
C -1.077 0.949 4.377
C 2.973 0.879 -1.716
H -4.616 -0.325 2.405
C -3.890 -0.030 -2.014
C -0.258 -4.513 -2.893
I 4.602 6.005 7.164
C -2.356 0.342 -3.832
C -2.819 -1.636 4.950
C 0.984 -1.659 -3.337
C 5.914 0.777 -4.088
C 4.086 2.383 -0.029
S -0.672 1.899 -0.538
C -0.678 -5.509 -3.759
H 3.048 1.490 5.199
C -2.798 -2.590 1.272
C -5.441 -1.072 4.234
N -1.053 -1.283 0.560
N 2.144 1.311 0.547
H 2.207 4.875 2.729
C -1.327 -2.248 -0.397
C 3.818 2.737 1.239
H 4.935 2.667 -0.629
N 0.094 0.577 2.463
H 0.324 2.467 5.162
H -3.972 0.216 -5.693
C 3.200 5.296 4.581
C -2.850 -4.472 -3.892
H -0.527 1.342 -3.325
C -1.974 -0.748 2.769
C -4.516 -0.906 -4.244
H 4.093 2.966 6.876
C 3.994 2.585 -3.227
H -3.111 -2.707 -2.721
H -4.821 -0.450 -1.657
C -1.025 0.217 3.174
H -2.814 -3.936 -0.435
H -2.056 0.199 -4.864
C 1.989 -0.711 -3.384
C -2.424 -3.492 -3.008
O -5.241 -1.777 -3.847
C 2.581 2.077 1.615
H 3.243 3.291 -2.893
C 3.678 3.385 5.970
C -1.486 0.984 -2.969
C -1.126 -3.493 -2.503
H 4.401 3.369 1.886
C -3.027 0.616 -1.151
C 0.744 1.507 3.213
I -2.595 -6.961 -5.591
C 4.941 2.980 -4.161
C 0.447 -1.612 -2.041
C 2.625 4.457 3.637
C 3.992 1.290 -2.718
H -1.796 -1.858 5.227
C -1.929 -1.469 1.571
Rh 0.471 0.107 0.505
H 0.000 -6.302 -4.043
N 1.090 -0.674 -1.295
C -3.852 -1.940 5.823
C 0.042 1.761 4.399
H -3.637 -2.399 6.779
H -1.853 0.882 5.121
C 4.958 0.391 -3.161
C 3.026 1.487 -0.458
H 6.666 0.073 -4.419
C 1.966 2.185 2.827
H 2.618 -0.463 -4.223
I 7.330 2.658 -5.986
C -3.566 -0.163 -3.362
H 4.929 3.987 -4.555
C 3.093 2.558 5.025
H -6.461 -0.846 3.955
I -6.718 -2.103 6.773
C 3.728 4.754 5.742
C 5.898 2.071 -4.586
H 4.964 -0.618 -2.769
C -3.081 -1.056 3.711
C -4.400 -0.780 3.365
H -3.565 -2.969 1.927
C -1.814 1.131 -1.620
O -4.524 -0.564 -5.550
H 3.233 6.363 4.411
C -1.972 -5.478 -4.261
C -2.419 -3.077 0.079
C -0.669 -2.422 -1.582
H -3.856 -4.434 -4.289
H 0.650 -2.297 -4.137
C 2.570 3.083 3.845
C -5.160 -1.654 5.461
H 0.754 -4.530 -2.507
*
```



[2]
The following is a DFT calculation (the ωB97M-V functional and the def2-TZVPD basis) of C11H32CrN2O5P2 as an isolated structure at a distorted geometry.

Electronic energy ... -2650.8999 Eh
Energy above the lowest of the compared OMol25 structures with the same formula, charge and spin ... 0.0 kcal/mol
Strongest force on any atom ... 2.74 eV/Å
Gap between HOMO and LUMO (spin up / spin down) ... 7.1 / 5.2 eV
M ... 386.33 Da

Geometry as ORCA input:
```
! RIJCOSX wB97M-V def2-TZVPD def2/J DEFGRID3
* xyz 1 4
H 3.111 -1.389 2.472
H 1.143 2.442 -2.378
Cr -0.192 -0.276 -0.016
P 1.816 0.223 1.212
H -2.838 1.015 3.503
C -0.611 -1.034 -2.810
H -3.063 1.318 1.757
H 1.514 -2.108 1.989
C 2.083 2.673 -1.864
H -1.895 3.427 0.213
H -1.268 -3.431 0.113
C 2.346 -1.463 1.689
H 3.417 1.992 0.825
H -4.046 -0.849 -2.473
H -1.367 -2.131 3.210
C 1.471 1.145 2.795
H 1.945 2.638 -0.772
O 3.020 1.645 -2.227
O -0.342 -3.135 0.174
H 3.854 2.051 -2.516
O 1.627 -0.576 -2.617
H 0.306 -1.603 3.473
H -2.322 2.568 -1.003
H 2.073 0.303 -2.405
P -1.038 0.057 2.211
H 2.439 3.658 -2.190
C -0.371 -1.515 -4.194
H 4.182 0.507 1.462
C -2.754 0.571 2.501
H -3.175 -0.270 0.447
C -3.187 -1.350 -2.925
H -3.413 -0.308 2.452
O -1.716 2.582 -0.236
H 2.781 -1.885 0.772
N 0.358 -0.576 -2.020
C -0.736 -1.266 3.448
H 3.681 0.610 -0.262
N -1.964 -0.611 -0.978
H -0.566 -0.727 -4.934
C -1.926 -0.993 -2.238
O -3.276 -0.575 -0.482
H -3.113 -1.089 -3.984
H -0.327 1.571 3.989
H 0.663 -1.851 -4.300
H -3.374 -2.430 -2.855
H 1.871 0.571 3.647
H -0.316 2.331 2.384
H 2.027 2.093 2.742
H -1.049 -2.342 -4.429
C -0.027 1.428 2.941
H -1.009 -0.883 4.441
C 3.431 0.900 0.763
H 0.119 -3.651 -0.515
*
```



[3]
The following is a DFT calculation (the ωB97M-V functional and the def2-TZVPD basis) of C16H10Cl3IN5O3SZr as an isolated structure.

Electronic energy ... -3237.9253 Eh
Energy above the lowest of the compared OMol25 structures with the same formula, charge and spin ... 9.5 kcal/mol
Strongest force on any atom ... 0.42 eV/Å
Gap between HOMO and LUMO ... 6.7 eV
M ... 676.84 Da

Geometry as ORCA input:
```
! RIJCOSX wB97M-V def2-TZVPD def2/J DEFGRID3
* xyz 3 1
H -2.090 -1.590 1.848
N 0.439 0.871 -1.110
C 0.047 3.987 0.849
C 0.472 3.113 -0.220
C -2.266 0.237 2.976
H 1.382 0.571 -2.931
H 1.514 4.576 -1.402
H -2.262 2.220 3.818
C -1.817 -0.543 1.921
C 1.565 2.619 -2.300
C -0.694 1.277 0.972
S -0.372 5.806 2.290
C -2.364 -2.969 -2.120
Cl -2.521 -2.437 -4.823
C -1.882 -2.073 -3.313
H 2.237 -5.198 0.788
H 2.139 2.910 -3.169
N -1.032 4.439 2.814
O -1.854 -2.474 -0.969
H 3.132 -2.277 1.681
H 0.609 -4.850 0.250
O -2.987 -3.950 -2.273
C -0.734 3.506 1.922
C -1.130 2.118 1.993
I 4.760 -4.247 0.960
C -1.922 1.575 3.016
Zr -0.376 -1.200 -0.784
Cl -0.008 -2.271 -3.257
C 0.109 1.771 -0.136
H -2.885 -0.206 3.743
C 1.221 3.536 -1.328
N 0.294 5.287 0.925
C 1.896 -3.288 0.339
H 3.565 -2.047 -0.013
N 1.542 -4.521 0.470
N -1.040 -0.044 0.941
C 3.242 -2.785 0.718
O 1.028 -2.412 -0.104
Cl -2.105 -0.337 -2.819
C 1.149 1.300 -2.164
*
```



Please write out number 2 again, unchanged.
The following is a DFT calculation (the ωB97M-V functional and the def2-TZVPD basis) of C11H32CrN2O5P2 as an isolated structure at a distorted geometry.

Electronic energy ... -2650.8999 Eh
Energy above the lowest of the compared OMol25 structures with the same formula, charge and spin ... 0.0 kcal/mol
Strongest force on any atom ... 2.74 eV/Å
Gap between HOMO and LUMO (spin up / spin down) ... 7.1 / 5.2 eV
M ... 386.33 Da

Geometry as ORCA input:
```
! RIJCOSX wB97M-V def2-TZVPD def2/J DEFGRID3
* xyz 1 4
H 3.111 -1.389 2.472
H 1.143 2.442 -2.378
Cr -0.192 -0.276 -0.016
P 1.816 0.223 1.212
H -2.838 1.015 3.503
C -0.611 -1.034 -2.810
H -3.063 1.318 1.757
H 1.514 -2.108 1.989
C 2.083 2.673 -1.864
H -1.895 3.427 0.213
H -1.268 -3.431 0.113
C 2.346 -1.463 1.689
H 3.417 1.992 0.825
H -4.046 -0.849 -2.473
H -1.367 -2.131 3.210
C 1.471 1.145 2.795
H 1.945 2.638 -0.772
O 3.020 1.645 -2.227
O -0.342 -3.135 0.174
H 3.854 2.051 -2.516
O 1.627 -0.576 -2.617
H 0.306 -1.603 3.473
H -2.322 2.568 -1.003
H 2.073 0.303 -2.405
P -1.038 0.057 2.211
H 2.439 3.658 -2.190
C -0.371 -1.515 -4.194
H 4.182 0.507 1.462
C -2.754 0.571 2.501
H -3.175 -0.270 0.447
C -3.187 -1.350 -2.925
H -3.413 -0.308 2.452
O -1.716 2.582 -0.236
H 2.781 -1.885 0.772
N 0.358 -0.576 -2.020
C -0.736 -1.266 3.448
H 3.681 0.610 -0.262
N -1.964 -0.611 -0.978
H -0.566 -0.727 -4.934
C -1.926 -0.993 -2.238
O -3.276 -0.575 -0.482
H -3.113 -1.089 -3.984
H -0.327 1.571 3.989
H 0.663 -1.851 -4.300
H -3.374 -2.430 -2.855
H 1.871 0.571 3.647
H -0.316 2.331 2.384
H 2.027 2.093 2.742
H -1.049 -2.342 -4.429
C -0.027 1.428 2.941
H -1.009 -0.883 4.441
C 3.431 0.900 0.763
H 0.119 -3.651 -0.515
*
```



Which of these has the highest electronic energy? C11H32CrN2O5P2



Which formula does entry 2 have? C11H32CrN2O5P2



Among the records above, which one has the lowest strongest force on any atom? C51H29I4N4O2RhS